DFT (ωB97M-V/def2-TZVPD) results for a molecular structure, C21H29AlBFN3O2.

The total charge is +1. Its HOMO energy is -8.4 eV. As for the strongest force on any atom: 1.0 eV/A. The calculation puts the gap between HOMO and LUMO at 2.804 eV. As for the energy: -1499.4341 Eh.

Atoms and positions in Å:
1 C 3.863 2.884 3.486
2 C 2.956 3.736 2.644
3 C 3.437 4.558 1.626
4 C 2.556 5.334 0.891
5 C 1.184 5.300 1.120
6 C 0.680 4.456 2.108
7 C -0.795 4.323 2.400
8 Al -1.305 2.364 2.412
9 N -1.289 1.682 4.151
10 F -0.155 1.523 1.345
11 C -3.117 1.947 1.597
12 B -3.322 0.412 1.674
13 O -2.271 -0.484 1.267
14 O -4.465 -0.183 2.131
15 C 1.582 3.699 2.862
16 H 4.913 3.147 3.394
17 H 3.541 2.882 4.524
18 H 3.769 1.849 3.147
19 H 4.500 4.579 1.428
20 H 2.951 5.971 0.108
21 H 0.507 5.918 0.547
22 H -0.929 4.708 3.416
23 H -1.387 4.939 1.723
24 H -0.999 2.384 4.819
25 H -0.703 0.863 4.257
26 H -3.227 2.274 0.554
27 H -3.941 2.405 2.147
28 H -1.554 -0.478 1.909
29 H -4.333 -1.138 2.119
30 H 1.206 3.051 3.645
31 C -1.704 1.654 -2.142
32 N -1.289 0.253 -2.302
33 C -1.144 -0.296 -3.518
34 C -0.716 -1.595 -3.647
35 C -0.426 -2.342 -2.503
36 C -0.608 -1.751 -1.262
37 C -1.044 -0.444 -1.181
38 C 0.089 -3.728 -2.593
39 C 1.308 -4.066 -2.014
40 C 1.756 -5.366 -2.063
41 N 1.027 -6.320 -2.662
42 C -0.144 -6.020 -3.249
43 C -0.632 -4.736 -3.232
44 C 1.495 -7.726 -2.670
45 H -2.662 1.840 -2.622
46 H -0.950 2.313 -2.567
47 H -1.794 1.866 -1.078
48 H -1.365 0.329 -4.371
49 H -0.590 -2.008 -4.638
50 H -0.420 -2.291 -0.344
51 H -1.198 0.058 -0.222
52 H 1.919 -3.320 -1.523
53 H 2.695 -5.664 -1.620
54 H -0.678 -6.834 -3.718
55 H -1.587 -4.534 -3.698
56 H 1.564 -8.063 -3.701
57 H 0.778 -8.327 -2.116
58 H 2.468 -7.784 -2.197